{
  "formula": "C10H15NO3",
  "method": "ωB97M-V/def2-TZVPD",
  "de_lowest_kcal_mol": 35.4,
  "charge": 0,
  "max_force_ev_per_a": 4.41,
  "homo_ev": -7.562,
  "spin_multiplicity": 1,
  "homo_lumo_gap_ev": 8.186,
  "total_energy_ha": -670.469143,
  "elements": ["O", "O", "O", "C", "C", "C", "C", "C", "N", "C", "C", "C", "C", "C", "H", "H", "H", "H", "H", "H", "H", "H", "H", "H", "H", "H", "H", "H", "H"],
  "coordinates": [[-3.359, 1.373, 2.414], [0.601, 1.784, 0.645], [-3.461, -0.875, 0.882], [-2.426, 1.824, 1.828], [-0.375, 0.917, 0.422], [-1.720, 0.922, 1.007], [-2.217, -0.325, 0.678], [-0.060, -0.335, -0.106], [-1.143, -1.175, 0.068], [-1.832, 3.123, 2.299], [2.456, -0.876, -2.916], [1.905, -1.952, 0.149], [1.235, -1.279, -2.071], [1.303, -0.809, -0.627], [1.307, 1.390, 1.051], [-3.804, -0.179, 1.468], [-1.332, -2.028, -0.538], [-0.879, 3.061, 2.830], [-2.574, 3.618, 2.841], [-1.653, 3.816, 1.433], [2.216, -1.151, -3.944], [3.426, -1.380, -2.567], [2.644, 0.217, -2.962], [1.371, -2.863, 0.113], [2.028, -1.568, 1.226], [2.909, -2.172, -0.222], [0.424, -0.847, -2.677], [1.045, -2.320, -2.111], [1.963, 0.090, -0.614]],
  "atomic_forces_ev_per_a": [[-3.906, -0.698, 1.349], [-1.469, 4.040, -1.004], [2.220, 0.970, -0.357], [3.056, 0.725, 0.951], [-0.185, -3.518, -0.297], [1.792, -1.573, -2.775], [1.175, -3.429, -1.323], [0.263, 1.211, 0.355], [-3.469, 0.979, 0.381], [0.732, 1.047, -2.523], [1.232, -0.650, 0.336], [1.564, 1.933, 2.413], [-0.005, 2.007, -1.528], [-1.139, 0.728, -0.562], [2.641, -1.493, 1.517], [-0.794, 0.111, 0.541], [0.118, 1.815, 1.304], [-0.229, -0.397, -0.037], [-1.012, 0.601, 1.350], [0.146, -0.730, 0.493], [0.476, -0.249, -0.062], [-1.308, 0.652, -0.630], [-0.299, -0.555, 0.424], [-0.927, -0.769, 0.107], [-0.136, -1.075, -1.240], [-0.007, 0.079, -0.006], [-0.291, 0.161, 0.713], [0.126, -1.278, -0.077], [-0.365, -0.646, 0.187]]
}


{
  "formula": "C24H41IrN2OSi3",
  "method": "ωB97M-V/def2-TZVPD",
  "s2": 0.7575,
  "de_lowest_kcal_mol": 0.0,
  "charge": 1,
  "max_force_ev_per_a": 0.78,
  "homo_ev": [-11.117, -11.115],
  "spin_multiplicity": 2,
  "homo_lumo_gap_ev": [5.845, 6.073],
  "total_energy_ha": -2096.419601,
  "elements": ["Ir", "C", "O", "Si", "C", "C", "C", "Si", "C", "C", "C", "Si", "C", "C", "C", "H", "H", "H", "H", "H", "H", "H", "H", "H", "H", "H", "H", "H", "H", "H", "H", "H", "H", "H", "H", "H", "H", "H", "H", "H", "H", "H", "C", "C", "C", "C", "C", "C", "N", "H", "H", "H", "H", "H", "H", "H", "H", "C", "C", "C", "C", "C", "C", "C", "C", "N", "H", "H", "H", "H", "H", "H"],
  "coordinates": [[0.919, 0.207, 0.664], [0.974, -2.002, -1.601], [-0.007, -1.539, -0.620], [2.201, -0.611, -2.002], [2.383, -0.562, -3.854], [3.877, -1.073, -1.295], [1.428, 0.922, -1.175], [2.710, 2.293, -0.773], [4.086, 2.220, -2.028], [2.053, 4.039, -0.768], [3.367, 2.003, 0.965], [-0.052, 1.591, -2.185], [0.624, 2.427, -3.707], [-1.239, 0.245, -2.752], [-1.151, 2.777, -1.267], [0.441, -2.364, -2.483], [-0.678, -1.037, -1.105], [1.469, -2.869, -1.162], [2.925, -1.463, -4.157], [2.962, 0.299, -4.196], [1.423, -0.554, -4.374], [3.880, -2.117, -0.974], [4.187, -0.457, -0.450], [4.643, -0.969, -2.067], [3.688, 2.159, -3.045], [4.752, 1.368, -1.877], [4.689, 3.129, -1.965], [1.769, 4.387, -1.764], [2.862, 4.685, -0.416], [1.204, 4.194, -0.106], [4.075, 1.179, 1.044], [2.593, 1.836, 1.731], [3.876, 2.916, 1.288], [1.113, 1.728, -4.385], [1.340, 3.217, -3.470], [-0.209, 2.887, -4.244], [-0.771, -0.638, -3.197], [-1.859, 0.685, -3.539], [-1.942, -0.067, -1.968], [-0.658, 3.692, -0.943], [-1.630, 2.313, -0.399], [-1.945, 3.063, -1.965], [-0.139, 2.891, 2.113], [-1.019, 1.686, 2.214], [-2.209, 1.562, 2.833], [-2.609, 0.182, 2.749], [-1.664, -0.506, 2.068], [-1.644, -1.985, 1.828], [-0.652, 0.421, 1.696], [0.304, 3.130, 3.083], [-0.703, 3.765, 1.790], [0.674, 2.733, 1.409], [-2.743, 2.367, 3.313], [-3.497, -0.261, 3.173], [-2.666, -2.347, 1.732], [-1.206, -2.512, 2.681], [-1.093, -2.267, 0.941], [1.805, -1.284, 1.808], [2.941, -0.892, 2.681], [2.674, -0.248, 3.889], [3.699, 0.089, 4.753], [5.013, -0.221, 4.410], [5.294, -0.864, 3.208], [4.258, -1.197, 2.352], [6.089, 0.107, 5.316], [6.946, 0.366, 6.035], [2.035, -2.045, 1.061], [0.913, -1.537, 2.375], [1.649, -0.007, 4.150], [3.491, 0.580, 5.693], [6.317, -1.106, 2.957], [4.476, -1.724, 1.433]],
  "atomic_forces_ev_per_a": [[0.025, 0.064, 0.400], [-0.182, -0.057, 0.061], [0.267, -0.185, -0.270], [0.084, -0.211, -0.261], [-0.058, 0.239, -0.147], [0.082, 0.032, 0.084], [-0.069, -0.080, 0.450], [-0.009, 0.188, 0.078], [0.112, -0.138, -0.134], [-0.109, 0.093, -0.186], [-0.064, -0.072, 0.244], [-0.124, -0.014, -0.229], [0.173, 0.081, -0.065], [0.055, -0.166, -0.054], [-0.005, 0.047, 0.224], [0.020, -0.025, 0.024], [-0.076, -0.142, -0.020], [-0.081, 0.007, 0.071], [-0.029, 0.005, 0.019], [0.003, -0.099, 0.001], [0.055, -0.015, 0.009], [0.013, 0.019, -0.012], [0.001, -0.053, 0.009], [-0.018, -0.013, 0.040], [0.050, 0.075, 0.054], [-0.010, 0.084, -0.032], [-0.028, -0.021, 0.022], [0.017, 0.023, 0.109], [0.002, -0.028, -0.028], [-0.002, 0.036, 0.073], [0.044, 0.010, 0.013], [0.163, 0.024, -0.095], [0.057, -0.012, -0.087], [-0.044, 0.037, -0.011], [-0.075, -0.059, -0.064], [0.021, -0.002, 0.004], [-0.056, 0.049, 0.003], [-0.012, 0.007, 0.049], [-0.018, 0.037, -0.072], [-0.027, -0.012, -0.015], [0.003, 0.032, -0.029], [0.004, -0.014, 0.037], [-0.090, -0.083, 0.136], [0.010, 0.186, 0.094], [-0.065, 0.005, 0.012], [0.002, 0.067, 0.009], [-0.325, -0.020, -0.409], [0.162, 0.105, 0.210], [-0.073, 0.146, 0.089], [0.047, -0.036, -0.035], [-0.008, -0.021, -0.054], [0.024, 0.092, -0.078], [-0.014, -0.061, 0.027], [0.026, 0.038, 0.024], [-0.026, 0.030, -0.010], [0.021, 0.016, -0.027], [-0.054, -0.062, 0.016], [0.328, 0.405, -0.587], [-0.275, -0.139, -0.033], [-0.007, 0.166, 0.101], [-0.086, 0.025, -0.019], [0.204, 0.040, 0.130], [-0.031, -0.016, -0.068], [0.109, -0.076, 0.011], [-0.143, -0.025, -0.128], [-0.006, 0.009, -0.008], [0.067, -0.184, 0.219], [0.032, -0.317, 0.078], [0.021, -0.033, 0.018], [0.001, -0.005, -0.005], [-0.009, -0.015, 0.007], [0.004, -0.005, 0.009]]
}